One molecule with the formula C3H10IPSi, computed with ωB97M-V/def2-TZVPD.

Last column: natural (NBO) charge in e.
Element x y z (Å)
C  -1.57  1.29  0.32  -1.16
C  2.11  0.53  0.14  -0.96
C  -0.63  -1.23  -1.25  -1.09
Si  -0.91  -0.45  0.48  1.07
P  1.14  0.06  1.63  0.24
I  1.92  -2.15  1.90  -0.12
H  -1.09  1.94  -0.49  0.24
H  -2.64  1.33  0.18  0.25
H  -1.50  1.93  1.28  0.25
H  1.54  1.10  -0.53  0.23
H  2.98  1.27  0.45  0.24
H  2.39  -0.30  -0.43  0.24
H  -1.57  -1.37  -1.68  0.24
H  -0.05  -0.51  -1.90  0.23
H  0.04  -2.17  -1.02  0.25
H  -2.17  -1.27  0.92  -0.14

Summary:
Energy relative to the best compared isomer or geometry (same formula, charge and spin) ... 32.4 kcal per mole
LUMO level ... 0.4409 eV
SMILES ... C[SiH](C)P(C)I
DFT total energy ... -1048.8261 a.u.
HOMO-LUMO gap ... 8.89 eV
HOMO level ... -8.45 eV

C47H38IN2P2S2W as an isolated structure, computed with ωB97M-V/def2-TZVPD.

Last column: Löwdin charge in e.
Element x y z (Å)
W  -0.58  0.56  0.22  1.24
S  -2.09  -0.59  7.22  1.11
C  -3.76  -0.65  7.49  -0.36
C  -4.48  -0.46  6.34  -0.15
C  -3.64  -0.25  5.22  -0.11
C  -2.31  -0.30  5.53  -0.49
C  -1.17  -0.12  4.65  -0.16
C  -1.36  -0.04  3.25  -0.05
N  -0.37  0.14  2.38  -0.06
C  0.89  0.25  2.85  -0.16
C  1.20  0.18  4.21  -0.10
C  2.57  0.32  4.62  0.03
C  3.55  0.51  3.70  0.03
C  3.25  0.56  2.30  -0.10
C  4.22  0.72  1.31  0.09
C  3.87  0.73  -0.04  -0.17
C  2.51  0.58  -0.34  -0.06
N  1.54  0.47  0.57  -0.02
C  1.91  0.43  1.89  -0.14
C  4.82  0.91  -1.13  -0.50
C  4.57  1.39  -2.39  -0.11
C  5.73  1.46  -3.19  -0.15
C  6.84  1.02  -2.53  -0.36
S  6.49  0.54  -0.94  1.11
C  0.14  -0.01  5.11  0.07
H  -4.14  -0.83  8.48  0.09
H  -5.56  -0.44  6.31  0.12
H  -4.03  -0.05  4.23  0.10
H  -2.35  -0.12  2.84  0.09
H  2.81  0.28  5.67  0.14
H  4.58  0.61  4.01  0.14
H  5.26  0.84  1.60  0.13
H  2.21  0.58  -1.37  0.06
H  3.60  1.75  -2.72  0.10
H  5.75  1.82  -4.21  0.12
H  7.85  0.96  -2.90  0.09
H  0.35  -0.06  6.17  0.12
C  -2.70  -0.36  -1.88  -0.28
C  -2.01  1.03  -1.77  -0.45
P  -0.19  1.07  -2.14  0.98
C  0.00  0.10  -3.65  -0.39
C  -1.00  0.09  -4.63  -0.10
C  -0.77  -0.54  -5.84  -0.03
C  0.45  -1.13  -6.10  -0.02
C  1.46  -1.09  -5.15  -0.04
C  1.24  -0.47  -3.93  -0.10
C  0.54  2.66  -2.51  -0.38
C  0.53  3.15  -3.82  -0.05
C  1.14  4.36  -4.10  -0.03
C  1.78  5.07  -3.09  -0.02
C  1.81  4.58  -1.79  -0.05
C  1.18  3.38  -1.50  -0.17
P  -2.25  -1.09  -0.26  0.99
C  -0.67  -1.97  -0.33  -0.42
C  -0.20  -2.48  0.90  -0.10
C  0.97  -3.20  0.96  -0.03
C  1.68  -3.47  -0.21  -0.01
C  1.20  -3.04  -1.44  -0.03
C  0.02  -2.31  -1.50  -0.08
C  -3.49  -2.11  0.52  -0.36
C  -3.63  -3.42  0.04  -0.07
C  -4.59  -4.24  0.60  -0.03
C  -5.41  -3.76  1.61  -0.02
C  -5.28  -2.46  2.08  -0.04
C  -4.32  -1.62  1.52  -0.09
H  -2.41  -0.98  -2.73  0.08
H  -3.78  -0.22  -1.93  0.12
H  -2.25  1.40  -0.73  -0.03
H  -2.51  1.85  -2.29  0.11
H  -1.96  0.57  -4.45  0.12
H  -1.55  -0.55  -6.59  0.13
H  0.63  -1.61  -7.05  0.13
H  2.43  -1.54  -5.36  0.12
H  2.04  -0.45  -3.20  0.10
H  0.05  2.60  -4.62  0.11
H  1.12  4.75  -5.11  0.13
H  2.26  6.01  -3.32  0.13
H  2.31  5.13  -1.01  0.12
H  1.20  3.01  -0.48  0.07
H  -0.78  -2.33  1.81  0.11
H  1.33  -3.59  1.91  0.13
H  2.60  -4.04  -0.16  0.13
H  1.72  -3.29  -2.35  0.13
H  -0.36  -2.01  -2.47  0.10
H  -2.98  -3.80  -0.74  0.12
H  -4.70  -5.25  0.24  0.13
H  -6.16  -4.41  2.04  0.13
H  -5.93  -2.09  2.86  0.12
H  -4.25  -0.60  1.85  0.09
I  -1.92  4.08  0.10  0.93
C  -1.38  2.30  1.16  -0.81
H  -0.63  2.59  1.90  0.00
H  -2.28  2.06  1.73  -0.01

Summary:
LUMO level (alpha / beta) ... -9.5088 / -9.5567 eV
DFT total energy ... -3766.2919 a.u.
HOMO-LUMO gap (alpha / beta) ... 5.42 / 5.37 eV
Charge ... +3
HOMO level (alpha / beta) ... -14.92 / -14.92 eV

A 2-piece molecular cluster, C3H13N2O overall, computed with ωB97M-V/def2-TZVPD.

Last column: natural (NBO) charge in e.
Element x y z (Å)
N  1.09  1.16  0.71  -0.69
C  -0.21  1.01  -0.05  -0.03
C  0.12  0.70  -1.50  -0.64
C  -0.97  -0.04  0.73  -0.25
N  -2.13  -0.49  -0.02  -0.82
H  0.93  1.42  1.67  0.44
H  1.54  0.22  0.69  0.47
H  1.72  1.83  0.27  0.44
H  -0.71  1.99  0.07  0.22
H  0.67  -0.23  -1.52  0.22
H  -0.81  0.48  -2.02  0.27
H  0.72  1.49  -1.93  0.23
H  -1.20  0.34  1.73  0.18
H  -0.30  -0.89  0.87  0.21
H  -2.79  0.26  -0.17  0.37
H  -2.61  -1.20  0.52  0.38
H  2.52  -2.35  0.06  0.50
H  1.12  -2.22  -0.59  0.49
O  1.67  -1.89  0.14  -0.98

Summary:
Energy relative to the best compared isomer or geometry (same formula, charge and spin) ... 11.1 kcal per mole
LUMO level ... -3.2444 eV
DFT total energy ... -306.6180 a.u.
HOMO-LUMO gap ... 10.22 eV
Charge ... +1
HOMO level ... -13.46 eV

C9H16N2PPtS as an isolated structure, computed with ωB97M-V/def2-TZVPD.

Last column: Löwdin charge in e.
Element x y z (Å)
C  1.33  -0.46  -3.22  -0.26
C  0.16  -0.10  -4.07  -0.20
C  -0.70  -1.21  -4.12  -0.19
C  -0.02  -2.30  -3.48  -0.17
C  1.20  -1.85  -2.86  -0.20
Pt  -0.36  -0.57  -2.00  0.78
P  -0.21  1.69  -0.69  0.69
H  2.24  0.06  -2.91  0.12
H  0.14  0.68  -4.81  0.12
H  -1.59  -1.23  -4.72  0.13
H  2.06  -2.42  -2.44  0.14
H  -0.26  -3.33  -3.71  0.12
H  -1.35  2.07  0.06  -0.10
H  -0.26  2.82  -1.50  -0.12
H  0.67  2.34  0.23  -0.09
S  -1.71  -1.16  0.05  0.73
C  -0.93  -0.45  1.48  -0.86
N  -1.64  0.24  2.41  -0.02
C  -1.08  0.73  3.69  -0.15
C  0.41  1.01  3.57  -0.17
C  1.19  0.07  2.68  -0.15
N  0.36  -0.45  1.56  -0.07
H  -2.65  0.25  2.27  0.12
H  -1.32  0.06  4.54  0.13
H  -1.59  1.66  3.93  0.12
H  0.85  0.95  4.56  0.12
H  0.58  2.03  3.24  0.11
H  1.61  -0.76  3.27  0.12
H  2.05  0.55  2.21  0.12
H  0.84  -0.92  0.78  0.11

Summary:
Multiplicity ... 5
LUMO level (alpha / beta) ... -2.2402 / -6.5872 eV
DFT total energy ... -1320.4269 a.u.
⟨S²⟩ ... 6.01
HOMO-LUMO gap (alpha / beta) ... 5.48 / 5.71 eV
Charge ... +1
HOMO level (alpha / beta) ... -7.72 / -12.30 eV

Repeat the fourth record exactly.
C9H16N2PPtS as an isolated structure, computed with ωB97M-V/def2-TZVPD.

Last column: Löwdin charge in e.
Element x y z (Å)
C  1.33  -0.46  -3.22  -0.26
C  0.16  -0.10  -4.07  -0.20
C  -0.70  -1.21  -4.12  -0.19
C  -0.02  -2.30  -3.48  -0.17
C  1.20  -1.85  -2.86  -0.20
Pt  -0.36  -0.57  -2.00  0.78
P  -0.21  1.69  -0.69  0.69
H  2.24  0.06  -2.91  0.12
H  0.14  0.68  -4.81  0.12
H  -1.59  -1.23  -4.72  0.13
H  2.06  -2.42  -2.44  0.14
H  -0.26  -3.33  -3.71  0.12
H  -1.35  2.07  0.06  -0.10
H  -0.26  2.82  -1.50  -0.12
H  0.67  2.34  0.23  -0.09
S  -1.71  -1.16  0.05  0.73
C  -0.93  -0.45  1.48  -0.86
N  -1.64  0.24  2.41  -0.02
C  -1.08  0.73  3.69  -0.15
C  0.41  1.01  3.57  -0.17
C  1.19  0.07  2.68  -0.15
N  0.36  -0.45  1.56  -0.07
H  -2.65  0.25  2.27  0.12
H  -1.32  0.06  4.54  0.13
H  -1.59  1.66  3.93  0.12
H  0.85  0.95  4.56  0.12
H  0.58  2.03  3.24  0.11
H  1.61  -0.76  3.27  0.12
H  2.05  0.55  2.21  0.12
H  0.84  -0.92  0.78  0.11

Summary:
Multiplicity ... 5
LUMO level (alpha / beta) ... -2.2402 / -6.5872 eV
DFT total energy ... -1320.4269 a.u.
⟨S²⟩ ... 6.01
HOMO-LUMO gap (alpha / beta) ... 5.48 / 5.71 eV
Charge ... +1
HOMO level (alpha / beta) ... -7.72 / -12.30 eV

> The highest DFT total energy belongs to which entry?

C3H13N2O